[1]
The following is a quantum chemistry calculation of a structure of composition C8H13AsCl3GeNOSSe2Te2Zn, from the OMol25 dataset.

Values from the calculation:
largest force on an atom: 0.37 eV/A
total energy: -371506.40296 eV
molar mass: 903.67 g mol⁻¹
relative energy (zero: lowest compared OMol25 entry of this formula, charge and spin): 0.180 eV
charge: -2

Each line ends with the Löwdin charge.
CARTESIAN COORDINATES (ANGSTROEM)
C: 1.191 -0.321 4.705  -0.10
H: -2.977 -3.216 -2.698  0.01
H: -0.566 -4.007 -2.415  0.01
Te: -2.386 1.875 -0.552  0.06
S: 1.788 -1.404 0.372  0.61
C: 0.473 0.258 3.699  -0.05
H: -2.860 -2.716 0.627  -0.01
C: 2.347 -1.595 3.051  -0.11
O: -0.121 0.535 1.532  -0.32
As: -1.383 -1.899 -1.228  0.96
C: -2.821 -2.148 -2.526  -0.35
H: -1.180 -3.235 0.898  0.01
C: -1.975 -3.143 0.157  -0.32
H: 0.271 -2.548 -3.021  0.01
C: 1.589 -1.004 2.022  -0.68
Cl: 3.488 1.978 3.195  -0.18
H: 2.765 -1.734 5.133  0.10
H: 1.023 -0.008 5.724  0.10
Cl: 5.176 2.463 0.225  -0.25
Se: 0.729 0.923 -2.676  -0.25
N: 0.660 -0.084 2.407  -0.20
H: 3.098 -2.310 2.748  0.10
Te: -1.672 1.576 -3.174  0.05
C: 2.156 -1.271 4.367  -0.10
C: -0.091 -3.065 -2.132  -0.34
H: -3.723 -1.677 -2.140  -0.05
H: 0.754 -3.261 -1.475  -0.03
H: -2.533 -1.653 -3.452  -0.01
H: -2.201 -4.124 -0.266  0.01
Cl: 2.991 4.861 1.364  -0.25
H: -0.276 1.021 3.835  0.14
Zn: 0.158 0.254 -0.422  -0.10
Se: -4.198 0.275 -0.039  -0.44
Ge: 2.998 2.575 0.989  -0.05


[2]
The following is a quantum chemistry calculation of a structure of composition C8H13BaN4O6 in a non-equilibrium geometry, from the OMol25 dataset.

Values from the calculation:
largest force on an atom: 2.89 eV/A
total energy: -27441.99208 eV
molar mass: 398.54 g mol⁻¹
relative energy (zero: lowest compared OMol25 entry of this formula, charge and spin): 0.000 eV
charge: -1

Each line ends with the Löwdin charge.
CARTESIAN COORDINATES (ANGSTROEM)
C: -1.636 -2.953 1.697  -0.16
O: -2.718 -4.893 -1.787  0.00
C: -0.666 -1.926 1.628  0.03
O: -3.161 -4.124 2.984  -0.06
H: 1.006 5.520 0.070  0.00
H: 2.005 2.804 -2.646  -0.11
C: -0.432 -2.331 -0.748  0.01
N: -2.273 -3.244 2.957  -0.41
H: 2.634 5.315 0.000  0.01
C: -2.022 -3.662 0.554  0.09
O: 1.340 -0.199 -0.907  -0.30
H: 3.615 3.596 -2.874  0.03
H: 3.403 1.870 -3.323  0.04
O: -1.917 -2.607 3.970  -0.05
C: -0.086 -1.594 0.394  -0.15
C: 3.163 2.641 -2.580  -0.25
H: 0.034 -2.106 -1.706  0.11
H: 3.617 2.334 -1.614  -0.04
Ba: 1.367 2.285 -0.636  1.56
H: -0.787 1.972 1.526  0.02
O: -1.266 -3.719 -2.944  0.00
N: -1.821 -4.027 -1.869  -0.36
H: 1.816 4.958 1.383  0.02
H: -0.385 -1.389 2.531  0.11
H: -1.841 2.208 0.296  0.04
N: 1.770 4.904 0.363  -0.14
C: 0.807 -0.397 0.253  -0.67
H: -2.782 -4.434 0.608  0.12
O: 0.915 0.441 1.211  -0.23
C: -1.411 -3.346 -0.666  -0.16
H: -1.280 3.503 1.132  0.02
N: -1.007 2.600 0.742  -0.11


[3]
The following is a quantum chemistry calculation of the ion C8H13BrNO4 with charge -1 in a non-equilibrium geometry, from the OMol25 dataset.

Values from the calculation:
largest force on an atom: 1.83 eV/A
total energy: -88230.99985 eV
molar mass: 267.10 g mol⁻¹
relative energy (zero: lowest compared OMol25 entry of this formula, charge and spin): 1.894 eV
charge: -1
structure (SMILES): CCCCO[C@@](N)(CC(=O)Br)C(=O)[O-]

Each line ends with the Löwdin charge.
CARTESIAN COORDINATES (ANGSTROEM)
O: 1.069 -2.513 -0.236  0.00
H: 0.434 -0.228 -3.499  0.09
C: -0.392 0.171 1.773  -0.18
Br: 1.478 2.162 -2.338  0.60
C: -1.050 -0.197 0.449  -0.21
H: 0.022 2.858 3.862  0.06
C: 0.880 -0.715 -2.637  -0.09
H: 1.398 1.881 3.249  0.07
H: -1.477 -1.193 0.566  0.13
H: 1.432 -1.606 -2.913  0.13
O: 2.907 -0.103 -1.516  0.07
C: -0.206 -1.081 -1.565  -0.48
O: -0.052 -0.130 -0.539  -0.13
H: -1.797 -0.033 -2.272  0.08
C: 1.918 0.245 -2.062  -0.76
H: 0.635 -0.175 1.701  0.13
H: 0.260 2.187 1.289  0.10
H: -1.525 -1.465 -3.025  0.08
O: -0.462 -3.500 -1.484  -0.05
H: 0.073 1.076 4.039  0.06
H: -1.889 0.471 0.237  0.12
C: -0.350 1.678 2.029  -0.26
H: -0.884 -0.300 2.622  0.11
C: 0.154 -2.507 -1.046  -0.73
N: -1.546 -1.004 -2.126  0.10
H: -1.353 2.100 2.037  0.10
C: 0.324 1.922 3.406  -0.12